{"formula": "C18H21IMoN5O5", "method": "the ωB97M-V functional and the def2-TZVPD basis", "symbols": ["Mo", "O", "N", "O", "C", "C", "C", "C", "C", "C", "N", "C", "C", "N", "C", "C", "C", "C", "H", "H", "H", "H", "H", "H", "H", "N", "N", "C", "O", "O", "H", "H", "H", "I", "C", "H", "H", "C", "C", "C", "C", "O", "H", "H", "H", "H", "H", "H", "H", "H", "H"], "positions_angstrom": [[-1.1487, 0.5946, -0.7418], [4.7134, 0.8209, 4.1200], [4.5773, 0.8114, 2.9194], [5.4868, 0.7968, 2.1237], [3.2049, 0.8040, 2.4218], [2.2271, 0.8189, 3.3720], [0.8470, 0.8003, 3.0456], [-0.1611, 0.8363, 4.0101], [-1.4896, 0.8208, 3.5792], [-1.7714, 0.7626, 2.2365], [-0.8284, 0.7256, 1.2622], [0.4935, 0.7459, 1.6725], [1.4911, 0.7298, 0.6822], [1.0577, 0.6918, -0.6173], [1.9665, 0.7625, -1.5880], [3.3242, 0.8303, -1.3486], [3.7921, 0.8219, -0.0369], [2.8830, 0.7803, 1.0181], [2.5154, 0.8493, 4.4135], [0.0883, 0.8774, 5.0558], [-2.2991, 0.8514, 4.2904], [-2.8005, 0.7395, 1.8970], [1.5823, 0.7641, -2.6027], [4.0203, 0.8889, -2.1687], [4.8517, 0.8596, 0.1565], [-1.2006, 0.8626, -3.2652], [-0.9919, 2.2551, -3.3750], [-0.9979, 3.0588, -2.2339], [-0.9601, 4.2495, -2.3007], [-1.0051, 2.3101, -1.1547], [-0.4468, 0.3669, -3.7514], [-2.0891, 0.5939, -3.7041], [-1.1135, 2.7138, -4.2722], [-3.9785, 2.5422, -0.2221], [-3.3291, 0.6371, -1.0402], [-3.7888, 0.6092, -2.0324], [-3.8670, -0.0994, -0.4337], [0.3388, -2.8799, -0.3797], [-1.0808, -2.4803, -0.8131], [-1.3756, -2.9541, -2.2444], [-2.1325, -2.9985, 0.1780], [-1.1496, -1.0985, -0.7854], [0.4379, -3.9609, -0.3508], [0.5451, -2.4798, 0.6146], [1.0709, -2.4802, -1.0831], [-1.3832, -4.0388, -2.2967], [-0.6089, -2.5807, -2.9238], [-2.3503, -2.5809, -2.5605], [-2.1241, -4.0822, 0.2208], [-3.1230, -2.6679, -0.1321], [-1.9197, -2.6030, 1.1714]], "forces_ev_per_a": [[-1.442, 0.202, -2.075], [0.161, 0.024, 0.188], [0.250, -0.027, 0.515], [0.254, 0.001, -0.260], [-1.280, 0.001, 0.260], [0.738, -0.001, -0.106], [0.047, -0.044, -1.223], [-1.217, -0.004, -0.642], [1.176, 0.029, 1.132], [0.303, -0.107, -1.515], [0.236, 0.190, 3.044], [-1.594, 0.047, 1.230], [1.594, 0.006, -1.363], [1.472, 0.128, 0.752], [-0.926, -0.132, 0.175], [0.635, 0.009, 1.015], [0.059, 0.033, -1.337], [-1.073, -0.046, 0.271], [0.048, -0.009, -0.022], [0.043, 0.013, 0.225], [-0.077, -0.001, 0.031], [0.096, 0.067, -0.127], [-0.002, 0.002, 0.079], [0.039, -0.004, -0.102], [-0.095, 0.009, -0.029], [0.014, 0.018, 0.183], [0.046, -0.085, -0.226], [0.036, 0.552, -1.662], [0.033, -0.048, 0.280], [0.578, 3.930, -0.178], [-0.329, 0.188, 0.176], [0.298, 0.118, 0.330], [-0.037, -0.124, 0.304], [-0.533, -0.081, 0.022], [-0.169, 0.297, 0.941], [0.268, 0.026, -0.026], [0.016, 0.121, -0.077], [-0.346, 0.269, -0.114], [0.088, -2.104, -0.203], [0.026, 0.284, 0.367], [0.219, 0.296, -0.268], [0.321, -3.610, -0.024], [-0.007, -0.096, 0.007], [0.038, -0.037, 0.027], [0.030, -0.009, 0.010], [0.006, -0.090, 0.020], [0.015, 0.002, -0.057], [-0.015, -0.029, -0.031], [0.041, -0.143, -0.008], [-0.047, -0.002, 0.030], [-0.035, -0.027, 0.058]], "lumo_energy_ev": -4.7, "homo_lumo_gap_ev": 5.84, "total_charge": 1, "multiplicity": 1, "e_homo_ev": -10.520}

{"formula": "C18H21IrN5O4P", "method": "the ωB97M-V functional and the def2-TZVPD basis", "symbols": ["Ir", "O", "C", "O", "C", "C", "C", "C", "C", "C", "C", "C", "C", "N", "H", "H", "H", "H", "H", "H", "C", "N", "C", "N", "C", "N", "C", "P", "C", "C", "H", "H", "H", "H", "H", "H", "H", "H", "H", "H", "H", "H", "C", "C", "N", "H", "H", "H", "O", "O"], "positions_angstrom": [[-0.6605, -1.8870, -0.6595], [-1.8585, -5.1079, 1.3137], [-1.4171, -4.0744, 0.9077], [-0.9250, -3.8426, -0.2874], [-1.2540, -2.8871, 1.8469], [-1.6147, -2.9756, 3.1925], [-1.3452, -1.9195, 4.0120], [-0.6347, -0.8032, 3.5128], [-0.2394, 0.2666, 4.3519], [0.5207, 1.2903, 3.8672], [0.9256, 1.2809, 2.5171], [0.5351, 0.2818, 1.6673], [-0.2690, -0.7724, 2.1488], [-0.6652, -1.8083, 1.3351], [-2.0997, -3.8849, 3.5198], [-1.6407, -1.9338, 5.0536], [-0.5378, 0.2442, 5.3920], [0.8325, 2.0958, 4.5171], [1.5767, 2.0716, 2.1635], [0.8672, 0.2483, 0.6388], [0.4729, 3.2511, -1.2150], [1.2291, 2.2857, -2.1157], [0.6316, 2.2132, -3.5144], [-0.7706, 2.0287, -3.4573], [-1.4070, 3.0710, -2.6591], [-0.9242, 3.0290, -1.2815], [-1.4386, 1.8998, -0.5212], [-1.3031, 0.2329, -1.3252], [2.2460, 1.6290, -1.7499], [-1.2345, 0.6838, -3.1373], [0.7194, 4.2429, -1.5984], [0.8618, 3.1323, -0.2047], [1.1365, 1.4095, -4.0477], [0.8713, 3.1743, -3.9728], [-2.4868, 2.9338, -2.6720], [-1.1757, 4.0451, -3.0915], [-2.5162, 2.0329, -0.3859], [-0.9949, 1.8772, 0.4738], [2.7460, 0.9701, -2.4534], [2.6265, 1.7378, -0.7385], [-2.2695, 0.5772, -3.4753], [-0.6450, -0.0481, -3.6898], [3.5747, -3.6229, -0.2909], [2.3402, -2.8707, -0.4298], [1.3540, -2.2983, -0.5266], [4.4272, -2.9470, -0.2532], [3.6793, -4.3013, -1.1369], [3.5305, -4.2036, 0.6301], [-2.5485, -1.7461, -1.0627], [-2.8285, -0.3023, -1.1080]], "forces_ev_per_a": [[0.055, -0.085, 0.016], [-0.044, -0.012, -0.010], [0.077, -0.011, 0.082], [0.019, 0.010, -0.069], [0.012, 0.069, -0.054], [0.007, -0.017, -0.010], [-0.023, 0.006, 0.012], [0.034, 0.019, -0.013], [-0.016, -0.008, -0.001], [0.004, 0.019, 0.000], [0.012, -0.024, 0.019], [0.022, -0.066, 0.063], [-0.008, -0.009, -0.033], [-0.103, 0.023, 0.018], [-0.003, 0.001, 0.000], [0.011, -0.005, 0.003], [0.003, -0.002, 0.000], [0.000, 0.000, 0.000], [-0.005, 0.011, -0.003], [0.019, -0.002, -0.009], [-0.009, -0.002, -0.019], [0.027, -0.023, 0.018], [-0.010, 0.000, -0.001], [0.019, 0.020, 0.008], [-0.010, -0.004, -0.023], [0.005, -0.008, 0.001], [0.014, 0.027, 0.022], [-0.074, 0.098, -0.007], [-0.006, 0.018, -0.019], [-0.004, -0.020, 0.008], [0.001, 0.000, -0.005], [0.001, 0.003, -0.002], [0.002, -0.001, 0.004], [-0.001, 0.004, 0.004], [0.001, 0.002, 0.005], [0.002, 0.003, 0.001], [-0.010, -0.015, -0.012], [-0.035, 0.006, -0.032], [0.003, 0.001, 0.005], [0.005, 0.002, -0.006], [0.002, 0.005, 0.003], [-0.005, 0.001, -0.004], [-0.004, -0.013, 0.000], [0.008, 0.017, 0.050], [0.018, -0.020, -0.028], [-0.002, 0.003, -0.006], [-0.001, 0.004, -0.006], [0.005, -0.003, -0.004], [-0.049, -0.003, 0.042], [0.033, -0.020, -0.009]], "lumo_energy_ev": -7.3, "homo_lumo_gap_ev": 7.54, "total_charge": 2, "multiplicity": 1, "e_above_lowest_kcal_mol": 0.0, "e_homo_ev": -14.871}